Arrangement 1

Molecular formula: CH4S3
Method: DFT, the ωB97M-V functional and the def2-TZVPD basis

Last column: natural (NBO) charge in e.
Geometry (Å):
S (0.5899, 1.2063, 0.5893)  -0.056
S (3.1587, -0.6479, 0.1092)  -0.164
S (2.0125, 0.9665, -0.7202)  0.003
C (-1.1094, -0.0459, -0.1545)  -0.553
H (-1.5044, 0.6253, -0.8609)  0.213
H (-0.4775, -0.9165, -0.3723)  0.223
H (-1.6652, -0.1954, 0.7357)  0.203
H (3.3651, 0.0840, 1.2032)  0.131

## Properties
Spin multiplicity: 1
Orbital gap in eV: 9.068

Arrangement 2

Molecular formula: CH4S3
Method: DFT, the ωB97M-V functional and the def2-TZVPD basis

Last column: natural (NBO) charge in e.
Geometry (Å):
S (-1.5659, 0.9837, -0.4591)  0.251
S (-0.6775, -2.1950, 1.9351)  -0.153
S (-1.3969, 1.1977, 1.4489)  -0.158
C (-0.2066, 1.8275, -1.4495)  -0.776
H (-0.5720, 2.9342, -1.5672)  0.232
H (0.8095, 1.8257, -0.8741)  0.247
H (-1.4627, -2.4542, 3.1158)  0.120
H (-0.1617, 1.4423, -2.4682)  0.237

## Properties
Spin multiplicity: 1
Orbital gap (alpha / beta) in eV: 6.463 / 7.560

Stability ranking, top and bottom: arrangement 1 is the most stable and arrangement 2 is the least stable.

Arrangement 1

Molecular formula: C3H3NO3
Method: DFT, the ωB97M-V functional and the def2-TZVPD basis

Last column: natural (NBO) charge in e.
Geometry (Å):
O (-0.4095, -1.2579, -0.2338)  -0.532
O (0.9882, 0.9151, -0.5461)  -0.373
O (-2.4127, -0.2153, -0.3002)  -0.498
N (1.7321, -0.1737, -0.2065)  -0.146
C (-0.2768, 1.0785, 0.0979)  -0.225
C (1.0059, -1.1759, -0.1029)  0.323
C (-1.2268, -0.0928, -0.2156)  0.774
H (1.3494, -2.2413, 0.2988)  0.212
H (-0.7405, 2.1704, -0.0069)  0.253
H (-0.0093, 0.9929, 1.2153)  0.213

## Properties
Spin multiplicity: 1
Orbital gap in eV: 11.031

Arrangement 2

Molecular formula: C3H3NO3
Method: DFT, the ωB97M-V functional and the def2-TZVPD basis

Last column: natural (NBO) charge in e.
Geometry (Å):
O (0.7624, -0.0121, -0.7681)  -0.534
O (-0.7399, -1.4298, 1.0093)  -0.480
O (1.8225, 0.0694, 1.2420)  -0.524
N (-1.0670, 1.4364, -0.9404)  -0.587
C (1.5974, -0.5041, 0.2230)  0.662
C (-1.2212, -0.4184, 0.5676)  0.366
C (-0.4736, 0.4606, -0.4118)  0.439
H (-0.4803, 1.9246, -1.6197)  0.362
H (2.0419, -1.4514, -0.1097)  0.141
H (-2.2422, -0.0752, 0.8078)  0.154

## Properties
Spin multiplicity: 1
Orbital gap in eV: 10.500

Arrangement 3

Molecular formula: C3H3NO3
Method: DFT, the ωB97M-V functional and the def2-TZVPD basis

Last column: natural (NBO) charge in e.
Geometry (Å):
O (0.7952, -0.7609, 0.1226)  -0.451
O (3.1299, -0.4779, -0.0708)  -0.551
O (1.5757, 1.2628, 0.0980)  -0.342
N (0.1550, 1.3411, -0.0220)  -0.165
C (-1.6319, -0.3004, 0.0160)  -0.658
C (-0.1322, 0.0707, -0.0969)  0.502
C (2.0018, 0.0354, 0.0095)  0.936
H (-2.2886, 0.6332, -0.3524)  0.256
H (-1.8561, -0.7046, 0.9808)  0.243
H (-1.7488, -1.0995, -0.6848)  0.229

## Properties
Spin multiplicity: 1
Orbital gap in eV: 11.126

Arrangement 4

Molecular formula: C3H3NO3
Method: DFT, the ωB97M-V functional and the def2-TZVPD basis

Last column: natural (NBO) charge in e.
Geometry (Å):
O (0.8333, -0.3753, 0.9566)  -0.537
O (1.5138, -1.1341, -1.3740)  -0.647
O (-0.0243, 1.5010, 2.3169)  -0.558
N (-0.9241, 0.7692, 0.1456)  -0.602
C (0.5822, -0.6236, -0.4074)  0.532
C (-0.2024, 0.8176, 1.2495)  0.872
C (-0.5509, -0.0631, -0.8391)  -0.222
H (2.0975, -1.6050, -0.7314)  0.484
H (-1.2105, -0.1372, -1.7728)  0.243
H (-2.1146, 0.8503, 0.4559)  0.434

## Properties
Spin multiplicity: 1
Orbital gap in eV: 8.692

Stability ranking, top and bottom: arrangement 2 is the most stable and arrangement 1 is the least stable.

Arrangement 1

Molecular formula: C4H9FO2
Method: DFT, the ωB97M-V functional and the def2-TZVPD basis

Last column: natural (NBO) charge in e.
Geometry (Å):
F (-0.6652, 0.3812, -1.5057)  -0.339
O (-1.7891, -1.0726, 0.4314)  -0.867
O (1.7159, 0.8192, 0.1881)  -0.694
C (-1.0963, 1.5486, 0.5009)  -0.743
C (-0.5182, 0.4053, -0.1588)  0.693
C (0.7684, -0.1893, 0.3387)  0.000
C (1.2115, -1.5121, -0.4637)  -0.639
H (1.9996, 0.6122, -0.7416)  0.475
H (1.6279, -1.2852, -1.4514)  0.194
H (-0.3915, 2.3625, 0.7199)  0.262
H (1.8886, -1.8922, 0.2214)  0.219
H (-2.0954, -0.7891, -0.4192)  0.432
H (-2.0394, 1.9208, -0.0586)  0.248
H (0.5467, -0.6143, 1.3741)  0.221
H (0.2000, -1.9535, -0.5612)  0.261
H (-1.3638, 1.2585, 1.5860)  0.276

## Properties
Spin multiplicity: 1
Orbital gap in eV: 10.621

Arrangement 2

Molecular formula: C4H9FO2
Method: DFT, the ωB97M-V functional and the def2-TZVPD basis

Last column: natural (NBO) charge in e.
Geometry (Å):
F (-1.2352, -0.8973, 0.5350)  -0.384
O (1.3510, -0.6069, -0.2489)  -0.546
O (-1.4001, 1.2497, -0.6386)  -0.755
C (0.5113, -1.2307, -1.3440)  -0.256
C (-0.0890, 1.4729, -0.0655)  -0.078
C (-0.2259, -0.5326, 1.4296)  0.018
C (0.6179, 0.3042, 0.5542)  0.011
H (-0.1245, -1.9239, -1.0223)  0.176
H (0.0218, -0.4030, -1.9308)  0.195
H (-0.5251, -0.1437, 2.3179)  0.169
H (-0.0620, 2.2531, 0.9080)  0.162
H (0.3612, -1.4635, 1.5846)  0.187
H (0.6477, 1.7531, -0.9508)  0.217
H (1.2242, 0.9507, 1.2437)  0.200
H (1.1035, -1.6452, -2.3310)  0.186
H (-2.1769, 0.8628, -0.0412)  0.496

## Properties
Spin multiplicity: 1
Orbital gap in eV: 10.494

Stability ranking, top and bottom: arrangement 1 is the most stable and arrangement 2 is the least stable.

Arrangement 1

Molecular formula: C2H3N2O2
Method: DFT, the ωB97M-V functional and the def2-TZVPD basis

Last column: natural (NBO) charge in e.
Geometry (Å):
O (1.2511, 2.1006, 0.3190)  -0.421
O (3.7378, -0.4326, -0.5817)  -0.270
N (-0.0527, 0.5081, -0.6920)  -0.791
N (1.8137, -0.3010, 0.7926)  -0.765
C (0.8487, 1.0034, 0.1172)  0.843
C (2.8507, -0.3934, 0.0940)  0.982
H (-0.6672, 1.0818, -1.2657)  0.471
H (1.7575, -0.3777, 1.8517)  0.509
H (-0.2873, -0.4760, -0.4334)  0.441

## Properties
Charge: +1
Spin multiplicity: 1
Orbital gap in eV: 11.421

Arrangement 2

Molecular formula: C2H3N2O2
Method: DFT, the ωB97M-V functional and the def2-TZVPD basis

Last column: natural (NBO) charge in e.
Geometry (Å):
O (-2.7252, -0.3403, 0.1288)  -0.324
O (-0.8122, 0.9725, -0.0483)  -0.427
N (1.4531, 0.6312, 0.1705)  -0.731
N (-0.2633, -1.0811, -0.1048)  -0.684
C (-1.6704, -0.0144, -0.0898)  1.014
C (0.2815, 0.1061, -0.0034)  0.759
H (2.2787, 0.1728, -0.2605)  0.468
H (0.0831, -2.0563, -0.1576)  0.475
H (1.3747, 1.6096, 0.3652)  0.449

## Properties
Charge: +1
Spin multiplicity: 1
Orbital gap in eV: 12.098

Stability ranking, top and bottom: arrangement 1 is the most stable and arrangement 2 is the least stable.

Arrangement 1

Molecular formula: C3H8O2S2
Method: DFT, the ωB97M-V functional and the def2-TZVPD basis

Last column: natural (NBO) charge in e.
Geometry (Å):
S (2.2486, -1.4967, -0.3794)  0.097
S (2.5439, 0.3541, -1.3147)  -0.163
O (-0.7193, 1.3203, -1.8445)  -0.964
O (-2.3255, 0.8734, 0.6151)  -0.553
C (0.9517, -1.0100, 0.8885)  -0.529
C (-0.4517, -0.8240, 0.5655)  -0.588
C (-1.1908, 0.4603, 0.9699)  0.464
H (-0.5235, -0.8369, -0.6459)  0.280
H (-0.6381, 0.9510, 1.8733)  0.104
H (-1.1067, -1.6407, 0.8669)  0.263
H (1.2452, -0.2874, 1.6227)  0.222
H (-1.4986, 1.4331, -1.2919)  0.488
H (-0.8604, 1.8723, -2.6198)  0.480
H (0.9838, -1.9959, 1.4901)  0.236
H (1.3415, 0.8270, -0.7957)  0.161

## Properties
Spin multiplicity: 1
Orbital gap in eV: 8.523

Arrangement 2

Molecular formula: C3H8O2S2
Method: DFT, the ωB97M-V functional and the def2-TZVPD basis

Last column: natural (NBO) charge in e.
Geometry (Å):
S (2.1359, -0.8556, -0.8779)  0.120
S (1.7666, 0.6596, -2.2755)  -0.156
O (-1.5908, -0.0717, -1.9530)  -0.948
O (-2.0924, 0.3683, 0.8930)  -0.530
C (0.0461, -0.6851, 1.2100)  -0.542
C (-0.9640, 0.4097, 1.3064)  0.454
C (1.4334, -0.2680, 0.6728)  -0.549
H (-2.3364, 0.0006, -2.5617)  0.474
H (1.4496, 0.8237, 0.6351)  0.226
H (-1.8210, 0.5342, -1.2398)  0.478
H (0.4774, 0.9497, -2.0489)  0.152
H (-0.3321, -1.5900, 0.7488)  0.248
H (0.2542, -1.0235, 2.2394)  0.238
H (-0.6132, 1.3011, 1.8573)  0.105
H (2.1866, -0.5529, 1.3939)  0.229

## Properties
Spin multiplicity: 1
Orbital gap in eV: 8.926

Stability ranking, top and bottom: arrangement 2 is the most stable and arrangement 1 is the least stable.

Arrangement 1

Molecular formula: C3H4I2
Method: DFT, the ωB97M-V functional and the def2-TZVPD basis

Last column: natural (NBO) charge in e.
Geometry (Å):
I (3.2167, -0.8482, 0.0225)  -0.105
I (0.5570, 2.6233, -0.1722)  0.206
C (-0.6347, -0.4081, -0.0955)  -0.203
C (-0.5127, 0.8657, -0.0525)  -0.194
C (-1.9249, 0.3675, 0.2075)  -0.424
H (4.2707, -2.0597, -0.3463)  0.104
H (-0.1561, -1.2968, -0.3155)  0.226
H (-2.6292, 0.4451, -0.6082)  0.199
H (-2.1869, 0.3113, 1.3601)  0.192

## Properties
Spin multiplicity: 1
Orbital gap in eV: 9.574

Arrangement 2

Molecular formula: C3H4I2
Method: DFT, the ωB97M-V functional and the def2-TZVPD basis

Last column: natural (NBO) charge in e.
Geometry (Å):
I (0.3258, -3.2088, -0.6473)  -0.222
I (-2.6200, -0.8556, 0.7779)  0.212
C (-0.5596, -0.5547, 0.4166)  -0.234
C (0.9590, 1.1777, -0.0996)  -0.272
C (-0.0817, 0.4992, -0.4831)  -0.330
H (1.3590, 1.0189, 0.8171)  0.187
H (-0.5516, 0.7459, -1.4562)  0.242
H (1.3388, 2.1334, -0.6268)  0.213
H (-0.1697, -0.9560, 1.3015)  0.204

## Properties
Spin multiplicity: 1
Orbital gap (alpha / beta) in eV: 7.517 / 6.302

Stability ranking, top and bottom: arrangement 2 is the most stable and arrangement 1 is the least stable.